## a
ORCA calculation (ωB97M-V with the def2-TZVPD basis set) on an isolated molecule of C6H9N3O.

## Properties
SMILES string   [H]/N=c1\oc2c(n1N)CCC2
Gap between HOMO and LUMO   0.311 Eh

Bonds (Å) are listed after each position.
Element x y z (Å)
1 N 3.595 0.726 0.021  H10 1.016, C16 1.232
2 N 2.299 -1.823 -0.006  H6 1.011, N13 1.401, H15 1.057
3 C 0.251 1.085 0.093  O4 1.388, C8 1.544, C14 1.323
4 O 1.486 1.710 -0.005  C3 1.388, C16 1.370
5 C -0.992 -0.876 0.050  H9 1.002, H11 1.041, C14 1.448, C18 1.548
6 H 2.507 -2.052 -0.969  N2 1.011
7 H -2.719 0.259 0.727  C18 1.063
8 C -1.182 1.637 -0.075  C3 1.544, H12 1.136, C18 1.565, H19 1.042
9 H -1.052 -1.328 -0.842  C5 1.002
10 H 3.750 1.717 0.184  N1 1.016
11 H -1.172 -1.353 0.957  C5 1.041
12 H -1.448 2.296 0.812  C8 1.136
13 N 1.656 -0.585 -0.131  N2 1.401, C14 1.411, C16 1.437
14 C 0.306 -0.236 0.087  C3 1.323, C5 1.448, N13 1.411
15 H 3.039 -1.455 0.653  N2 1.057
16 C 2.365 0.659 -0.012  N1 1.232, O4 1.370, N13 1.437
17 H -2.580 0.383 -0.949  C18 1.077
18 C -1.994 0.300 -0.049  C5 1.548, H7 1.063, C8 1.565, H17 1.077
19 H -1.294 2.262 -0.901  C8 1.042

Results of the natural (NBO) charge analysis, in e, for atoms 1 through 2:
1. N -0.7632
2. N -0.6366

---

## b
ORCA calculation (ωB97M-V with the def2-TZVPD basis set) on an isolated molecule of C6H9N3O.

## Properties
SMILES string   [H]/N=C(\OCC)n1ccnc1
Gap between HOMO and LUMO   0.352 Eh

Bonds (Å) are listed after each position.
Element x y z (Å)
1 N -3.427 0.651 0.468  C2 1.289, C16 1.331
2 C -2.234 0.881 0.896  N1 1.289, H8 1.082, N18 1.386
3 H 2.257 1.170 -0.602  C13 1.043
4 H 1.319 0.719 1.942  N11 1.072
5 H 2.525 -1.746 0.014  C14 1.125
6 H 3.560 0.193 -1.030  C13 1.092
7 C 0.006 0.088 0.579  N11 1.255, N18 1.334, O19 1.365
8 H -1.751 1.559 1.588  C2 1.082
9 H 2.040 -0.057 -2.014  C13 1.155
10 H -1.459 -1.203 -1.378  C15 1.029
11 N 0.418 0.938 1.406  H4 1.072, C7 1.255
12 H 2.286 -0.346 1.025  C14 1.108
13 C 2.470 0.221 -0.979  H3 1.043, H6 1.092, H9 1.155, C14 1.521
14 C 1.963 -0.773 0.055  H5 1.125, H12 1.108, C13 1.521, O19 1.362
15 C -1.946 -0.579 -0.721  H10 1.029, C16 1.391, N18 1.360
16 C -3.282 -0.266 -0.487  N1 1.331, C15 1.391, H17 1.027
17 H -4.090 -0.580 -1.037  C16 1.027
18 N -1.278 0.140 0.220  C2 1.386, C7 1.334, C15 1.360
19 O 0.622 -1.011 0.055  C7 1.365, C14 1.362

Results of the natural (NBO) charge analysis, in e, for atoms 1 through 2:
1. N -0.4315
2. C 0.1946

---

## c
ORCA calculation (ωB97M-V with the def2-TZVPD basis set) on an isolated molecule of C6H9N3O.

## Properties
Gap between HOMO and LUMO (spin up / spin down)   0.311 / 0.228 Eh

Bonds (Å) are listed after each position.
Element x y z (Å)
1 C -0.616 -0.960 -0.039  C2 1.530, C15 1.425, N19 1.327
2 C -1.357 -2.268 0.248  C1 1.530, H3 0.995, H8 1.083, H14 1.056
3 H -1.094 -2.893 -0.479  C2 0.995
4 H -3.846 1.874 0.603  C17 1.158
5 N 1.685 1.058 -0.249  C10 1.425, N11 1.296
6 H 3.676 1.299 0.309  C10 1.032
7 O 1.234 -2.336 -0.028  C15 1.207
8 H -0.983 -2.814 1.105  C2 1.083
9 H 2.659 2.681 0.883  C10 1.203
10 C 2.840 1.841 0.042  N5 1.425, H6 1.032, H9 1.203, H18 1.096
11 N 1.784 -0.225 -0.102  N5 1.296, H12 1.043, C15 1.406
12 H 2.788 -0.483 0.012  N11 1.043
13 H -3.604 1.658 -1.314  C17 1.060
14 H -2.353 -2.029 0.509  C2 1.056
15 C 0.787 -1.215 -0.039  C1 1.425, O7 1.207, N11 1.406
16 C -2.261 0.694 -0.158  C17 1.308, N19 1.236
17 C -3.233 1.553 -0.326  H4 1.158, H13 1.060, C16 1.308
18 H 2.999 2.294 -0.943  C10 1.096
19 N -1.105 0.273 -0.035  C1 1.327, C16 1.236

Results of the natural (NBO) charge analysis, in e, for atoms 1 through 2:
1. C 0.1964
2. C -0.6647

---

Verdict on stability: c comes out at the bottom.

---

## a
ORCA calculation (ωB97M-V with the def2-TZVPD basis set) on the ion C5H10NO2 with charge -1.

## Properties
Charge   -1
SMILES string   CN[C@@H](C=O)CC[O-]
Gap between HOMO and LUMO   0.239 Eh

Bonds (Å) are listed after each position.
Element x y z (Å)
1 C -1.521 1.170 1.800  H2 1.091, H9 1.136, H12 1.055, N14 1.482
2 H -2.460 1.150 2.356  C1 1.091
3 H 2.865 0.888 -0.210  C4 1.146
4 C 2.023 0.149 0.025  H3 1.146, O5 1.368, C8 1.650, H11 1.168
5 O 1.994 -0.283 1.322  C4 1.368
6 H 0.614 1.887 -0.092  C8 1.148
7 H -1.860 -0.834 -1.698  C17 1.121
8 C 0.705 0.884 -0.643  C4 1.650, H6 1.148, C16 1.496, H18 1.126
9 H -1.130 2.233 1.716  C1 1.136
10 H -1.866 1.450 -0.220  N14 1.034
11 H 2.242 -0.707 -0.739  C4 1.168
12 H -1.117 0.405 2.405  C1 1.055
13 H -0.015 -0.650 0.513  C16 1.080
14 N -1.666 0.660 0.416  C1 1.482, H10 1.034, C16 1.527
15 O -0.247 -2.027 -1.707  C17 1.199
16 C -0.439 0.015 -0.225  C8 1.496, H13 1.080, N14 1.527, C17 1.577
17 C -0.834 -1.059 -1.310  H7 1.121, O15 1.199, C16 1.577
18 H 0.810 1.088 -1.745  C8 1.126

Results of the natural (NBO) charge analysis, in e, for atoms 1 through 2:
1. C -0.4187
2. H 0.1720

---

## b
ORCA calculation (ωB97M-V with the def2-TZVPD basis set) on the ion C5H10NO2 with charge -1.

## Properties
Charge   -1
SMILES string   CN[C@H](C=O)CC[O-]
Gap between HOMO and LUMO   0.238 Eh

Bonds (Å) are listed after each position.
Element x y z (Å)
1 O -1.340 1.522 -2.535  C2 1.210
2 C -0.934 1.535 -1.395  O1 1.210, C10 1.519, H11 1.113
3 H 3.082 -0.263 -0.502  C17 1.092
4 H -0.434 -0.524 -1.365  C10 1.092
5 C -0.932 0.196 0.631  C10 1.563, H12 1.105, H15 1.083, C18 1.655
6 N 1.268 0.611 -0.768  H8 1.010, C10 1.513, C17 1.468
7 H -1.347 -1.866 0.450  C18 1.139
8 H 1.431 1.510 -0.338  N6 1.010
9 H -1.751 -1.129 2.153  C18 1.106
10 C -0.223 0.356 -0.752  C2 1.519, H4 1.092, C5 1.563, N6 1.513
11 H -1.218 2.412 -0.772  C2 1.113
12 H -0.393 0.793 1.389  C5 1.105
13 H 1.914 -0.687 0.852  C17 1.107
14 H 1.619 -1.460 -0.522  C17 1.085
15 H -1.941 0.570 0.513  C5 1.083
16 O 0.139 -1.779 1.829  C18 1.318
17 C 2.053 -0.509 -0.232  H3 1.092, N6 1.468, H13 1.107, H14 1.085
18 C -0.993 -1.287 1.364  C5 1.655, H7 1.139, H9 1.106, O16 1.318

Results of the natural (NBO) charge analysis, in e, for atoms 1 through 2:
1. O -0.5572
2. C 0.4538

---

## c
ORCA calculation (ωB97M-V with the def2-TZVPD basis set) on a cluster of 2 separate species, C5H10NO2 in total.

## Properties
Charge   -1
Gap between HOMO and LUMO   0.288 Eh

Bonds (Å) are listed after each position.
Element x y z (Å)
1 C -0.671 -1.155 1.483  C6 1.518, H11 1.077, C17 1.377
2 H -0.960 2.148 -3.056  C10 1.086
3 N 0.735 0.932 1.597  H7 1.032, H14 0.997, C17 1.364
4 H -0.986 -3.010 0.374  C6 1.090
5 H -0.242 0.520 -3.017  C10 1.112
6 C -0.566 -2.660 1.316  C1 1.518, H4 1.090, H9 1.103, H18 1.098
7 H -0.047 1.492 1.973  N3 1.032
8 O 1.534 1.441 -1.023  C13 1.276
9 H 0.508 -2.906 1.263  C6 1.103
10 C -0.057 1.597 -2.809  H2 1.086, H5 1.112, C13 1.539, H16 1.107
11 H -1.660 -0.751 1.625  C1 1.077
12 H 1.381 -1.008 1.272  C17 1.102
13 C 0.321 1.702 -1.321  O8 1.276, C10 1.539, O15 1.255
14 H 1.095 1.335 0.759  N3 0.997
15 O -0.584 2.052 -0.526  C13 1.255
16 H 0.719 1.932 -3.524  C10 1.107
17 C 0.484 -0.405 1.487  C1 1.377, N3 1.364, H12 1.102
18 H -1.004 -3.256 2.127  C6 1.098

Results of the natural (NBO) charge analysis, in e, for atoms 1 through 2:
1. C -0.3413
2. H 0.1960

---

## d
ORCA calculation (ωB97M-V with the def2-TZVPD basis set) on a cluster of 2 separate species, C5H10NO2 in total.

## Properties
Charge   -1
Gap between HOMO and LUMO   0.252 Eh

Bonds (Å) are listed after each position.
Element x y z (Å)
1 C 3.107 -0.149 0.428  H2 1.118, N5 1.338, C12 1.410
2 H 2.335 0.660 0.446  C1 1.118
3 H -1.159 2.246 -0.235  C6 1.165
4 C -0.820 0.070 -0.497  C6 1.518, H8 1.174, C9 1.474, H11 1.079
5 N 4.297 -0.041 -0.174  C1 1.338, O15 1.278
6 C -0.812 1.315 0.372  H3 1.165, C4 1.518, H16 1.094, H18 1.077
7 H 4.524 -1.864 0.713  O13 1.014
8 H 0.263 0.159 -0.942  C4 1.174
9 C -2.048 -0.071 -1.300  C4 1.474, H10 1.131, H14 1.109, H17 1.014
10 H -2.283 -1.108 -1.684  C9 1.131
11 H -0.642 -0.818 0.089  C4 1.079
12 C 2.676 -1.342 1.043  C1 1.410, O13 1.373
13 O 3.653 -2.306 0.988  H7 1.014, C12 1.373
14 H -1.881 0.653 -2.123  C9 1.109
15 O 4.539 1.047 -0.799  N5 1.278
16 H -1.601 1.447 1.118  C6 1.094
17 H -2.892 0.221 -0.818  C9 1.014
18 H 0.123 1.448 0.890  C6 1.077

Results of the natural (NBO) charge analysis, in e, for atoms 1 through 2:
1. C -0.3692
2. H 0.1453

---

Verdict on stability: d comes out at the bottom.